12
Properties=species:S:1:pos:R:3:mulliken_charge:R:1 method="wB97M-V/def2-TZVPD" homo_lumo_gap_ev="7.1 / 10.4" e_above_lowest_kj_mol=714.8 e_lumo_ha="-0.3000 / -0.1971" charge=+1
C 0.555 0.558 -0.431 -0.120
C -0.550 -0.542 -0.605 0.310
C -1.457 -1.259 0.350 -1.098
N 0.939 -0.622 -0.328 0.013
N 2.019 2.722 0.486 -0.409
H -0.816 -0.604 -1.632 0.362
H -2.530 -0.894 0.226 0.313
H -1.200 -1.464 1.365 0.385
H -1.474 -2.435 0.093 0.330
H 1.527 -1.359 0.075 0.324
H 1.882 3.015 -0.469 0.295
H 1.105 2.884 0.870 0.296

=====

13
Properties=species:S:1:pos:R:3:mulliken_charge:R:1 method="wB97M-V/def2-TZVPD" homo_lumo_gap_ev=10.6 smiles="NC(=O)NC=O.O" e_above_lowest_kj_mol=84.3 e_lumo_ha=0.0153 charge=0
N -1.381 -0.398 -1.827 -0.395
C -1.577 0.229 -0.633 0.421
O -2.633 0.190 -0.031 -0.603
N -0.504 0.934 0.000 -0.160
C 0.759 0.794 -0.607 0.146
O 1.007 1.131 -1.736 -0.513
H -2.279 -0.670 -2.193 0.264
H -0.632 -0.111 -2.433 0.245
H -0.560 0.840 1.002 0.293
H 1.611 0.709 0.111 0.301
O 1.763 -1.344 2.516 -0.626
H 1.836 -0.541 3.038 0.313
H 2.590 -1.763 2.793 0.313

=====

97
Properties=species:S:1:pos:R:3:mulliken_charge:R:1 method="wB97M-V/def2-TZVPD" homo_lumo_gap_ev="9.7 / 8.9" s2=2.010 e_lumo_ha="0.0182 / -0.0147" multiplicity=3 charge=0
C -0.559 -2.164 3.927 -1.216
C -0.936 -2.646 2.407 0.539
C 0.024 -3.824 1.791 0.489
Br 1.221 -4.726 3.115 -0.175
C -0.815 -5.036 1.016 -0.573
O -2.048 -4.554 0.374 -0.335
C -1.847 -4.206 -1.041 -0.693
C -1.923 -2.538 -1.137 0.413
O -0.600 -1.919 -0.904 -0.023
C -0.355 -0.792 -1.827 0.135
C -1.236 0.557 -1.511 -0.586
C -1.819 0.661 0.018 -0.471
C 1.265 -0.387 -1.911 -1.092
P 2.336 -1.242 -0.581 0.773
O 1.696 -0.924 0.829 -0.618
O 3.958 -0.532 -0.588 -0.443
O 2.548 -2.967 -0.893 -0.559
H 0.585 -2.048 4.146 0.319
H -1.125 -2.853 4.717 0.313
H -1.030 -1.078 4.087 0.323
H -2.088 -2.879 2.380 0.232
H -0.790 -1.693 1.703 -0.426
H 0.711 -3.344 0.941 -0.311
H -1.032 -5.869 1.844 0.328
H -0.038 -5.529 0.279 0.286
H -2.813 -4.597 -1.622 0.281
H -0.847 -4.589 -1.513 0.301
H -2.651 -2.227 -0.244 -0.444
H -2.358 -2.214 -2.179 0.407
H -0.635 -1.117 -2.940 0.331
H -0.597 1.524 -1.716 0.355
H -2.145 0.554 -2.257 0.251
H -2.302 1.748 0.118 0.327
H -1.015 0.576 0.865 0.174
H -2.693 -0.094 0.263 -0.056
H 1.451 0.767 -1.848 0.452
H 1.668 -0.732 -2.976 0.395
H 3.786 0.431 -0.867 0.245
H 3.103 -3.302 -0.115 0.343
C -7.170 -1.490 -1.946 -1.933
C -6.455 -0.919 -0.688 2.400
C -7.206 -1.342 0.605 -1.241
C -8.511 -0.579 0.832 -0.553
C -8.284 0.927 0.762 -1.176
C -7.577 1.367 -0.544 1.531
N -6.334 0.572 -0.825 0.226
O -5.341 1.006 0.071 -0.478
C -8.574 1.244 -1.729 -1.637
C -7.302 2.904 -0.469 -1.824
C -5.074 -1.649 -0.689 -2.289
H -7.064 -0.821 -2.809 0.353
H -6.745 -2.449 -2.268 0.459
H -8.234 -1.676 -1.780 0.342
H -6.564 -1.180 1.479 0.398
H -7.423 -2.416 0.582 0.350
H -9.267 -0.887 0.103 0.311
H -8.917 -0.841 1.817 0.382
H -9.249 1.438 0.865 0.379
H -7.688 1.233 1.635 0.360
H -8.088 1.494 -2.681 0.372
H -9.416 1.939 -1.606 0.426
H -9.027 0.260 -1.826 0.315
H -6.691 3.185 0.394 0.355
H -8.239 3.467 -0.379 0.407
H -6.796 3.257 -1.378 0.437
H -4.486 -1.395 -1.577 0.619
H -5.209 -2.741 -0.682 0.503
H -4.471 -1.419 0.199 0.149
C 9.572 2.933 -0.671 -1.768
C 8.042 3.170 -0.813 1.878
C 7.580 4.324 0.121 -1.233
C 7.520 3.931 1.597 -0.501
C 6.696 2.664 1.794 -1.186
C 7.176 1.491 0.902 1.777
N 7.317 1.882 -0.541 0.210
O 6.022 1.998 -1.079 -0.478
C 8.528 0.956 1.449 -1.836
C 6.207 0.282 1.103 -1.771
C 7.882 3.665 -2.285 -1.896
H 9.833 1.879 -0.822 0.342
H 10.151 3.486 -1.421 0.480
H 9.962 3.252 0.300 0.320
H 6.581 4.668 -0.177 0.400
H 8.244 5.189 0.011 0.326
H 8.530 3.798 1.999 0.292
H 7.073 4.751 2.172 0.383
H 6.730 2.377 2.852 0.390
H 5.642 2.894 1.578 0.340
H 8.927 0.161 0.806 0.373
H 8.402 0.526 2.452 0.415
H 9.295 1.721 1.560 0.370
H 5.168 0.525 0.865 0.349
H 6.212 -0.056 2.147 0.419
H 6.511 -0.573 0.484 0.409
H 8.190 2.898 -3.003 0.451
H 8.501 4.557 -2.468 0.466
H 6.853 3.966 -2.524 0.345

=====

13
Properties=species:S:1:pos:R:3:mulliken_charge:R:1 method="wB97M-V/def2-TZVPD" homo_lumo_gap_ev=8.4 e_above_lowest_kj_mol=139.0 e_lumo_ha=0.1438 charge=-1
C 0.027 0.003 -0.190 0.643
C 0.789 -1.217 -0.069 -1.300
C 0.831 1.295 0.055 -0.950
O -2.420 1.314 -0.518 -0.778
O -2.314 -1.314 -0.420 -0.772
O -1.014 0.033 1.389 -0.540
P -1.741 0.029 -0.023 0.816
H 0.114 -2.044 0.353 0.312
H 1.662 -1.318 0.482 0.414
H 1.027 -1.486 -1.089 0.322
H 0.150 2.218 -0.118 0.285
H 1.414 1.257 -0.874 0.315
H 1.474 1.229 1.022 0.233

=====

29
Properties=species:S:1:pos:R:3:mulliken_charge:R:1 method="wB97M-V/def2-TZVPD" homo_lumo_gap_ev=9.8 smiles="CNC(=O)[C@@H](C)N.O.O.O.O" e_above_lowest_kj_mol=391.6 e_lumo_ha=0.0148 charge=0
C -0.741 2.566 2.300 -0.909
N 0.279 2.020 1.478 -0.064
C 0.184 0.732 1.004 -0.136
O 0.959 0.469 0.053 -0.551
C -0.892 -0.200 1.500 0.484
C -1.347 -0.883 0.102 -0.795
N -0.172 -1.177 2.384 -0.729
H -0.878 3.604 2.176 0.404
H -1.673 1.992 2.268 0.250
H -0.575 2.376 3.410 0.280
H 1.040 2.749 1.066 0.360
H -1.793 0.320 1.910 0.372
H -1.180 -0.174 -0.702 -0.001
H -2.412 -1.369 0.357 0.326
H -0.631 -1.814 0.012 0.188
H -0.841 -1.853 2.912 0.243
H 0.637 -1.573 1.997 0.220
O 2.631 -0.885 -2.833 -0.642
H 1.790 -0.505 -2.586 0.324
H 3.378 -0.553 -2.355 0.313
O 0.271 1.745 -2.374 -0.603
H 1.177 1.738 -2.528 0.290
H 0.407 2.126 -1.438 0.293
O 1.539 -3.484 -0.293 -0.606
H 1.957 -3.096 -1.028 0.320
H 2.331 -3.363 0.227 0.293
O -1.923 -0.266 -3.410 -0.662
H -1.278 -0.052 -2.613 0.392
H -2.243 -1.189 -2.995 0.346

=====

23
Properties=species:S:1:pos:R:3:mulliken_charge:R:1 method="wB97M-V/def2-TZVPD" homo_lumo_gap_ev="6.3 / 6.2" s2=3.777 e_above_lowest_kj_mol=365.9 e_lumo_ha="-0.4069 / -0.4298" multiplicity=4 charge=+2
O 0.004 0.004 -5.514 -0.106
C 0.004 0.013 -4.381 0.099
V -0.032 -0.003 0.619 0.117
O 1.941 -2.293 0.042 -0.125
C 1.179 -1.410 0.106 0.433
C -1.181 1.409 0.115 0.401
O -1.945 2.294 0.054 -0.114
C -1.476 -1.109 0.133 0.419
O -2.429 -1.778 0.037 -0.125
C 1.474 1.108 0.140 0.434
O 2.418 1.794 0.095 -0.131
N -0.005 -0.006 7.749 -0.262
C -0.042 -0.008 6.584 -0.380
C 0.020 -0.006 5.125 0.933
C -0.130 -1.289 4.493 -0.615
C -0.196 -1.262 3.101 0.054
N 0.024 -0.028 2.545 -0.058
C 0.114 1.235 3.075 0.075
C 0.174 1.277 4.479 -0.622
H -0.270 -2.260 5.033 0.436
H -0.262 -2.195 2.416 0.336
H 0.268 2.188 2.438 0.351
H 0.271 2.229 5.051 0.450

=====

no.,E (hartree)
1,-227.482087
2,-415.063510
3,-4652.925487
4,-685.057713
5,-648.820651
6,-1850.483694